Below is one molecule with the formula C14H24FN3O3S in a non-equilibrium geometry, with properties calculated with the ωB97M-V functional and the def2-TZVPD basis.

Geometry as XYZ:
```
46
Properties=species:S:1:pos:R:3:forces:R:3:mulliken_charge:R:1
C 1.978 1.193 3.496 -0.212 0.224 0.043 -0.99
C 1.515 1.664 2.354 0.006 -0.121 0.087 -0.77
C 0.627 0.914 1.369 0.821 0.335 0.642 1.03
C -0.597 0.509 2.162 -0.477 -0.878 -0.057 -1.23
O -1.321 -0.552 1.538 -0.161 0.663 0.040 -0.01
C -1.852 -1.488 2.455 -0.492 -0.473 -0.588 -0.47
C -3.079 -2.155 1.845 0.264 0.670 0.575 -1.26
O 0.398 1.845 0.313 -0.268 -0.088 0.112 -0.35
C -0.900 1.873 -0.247 0.106 0.339 -0.640 -0.36
C -0.863 2.627 -1.585 0.398 -0.657 0.231 0.16
C 0.424 3.356 -1.857 -0.594 0.493 -0.396 -1.37
F -1.000 1.665 -2.600 -0.081 -0.141 -0.244 -0.29
C 1.402 -0.328 0.823 0.212 0.018 -0.941 -0.28
N 2.852 -0.072 0.753 -0.442 0.179 0.302 -0.68
C 0.881 -0.789 -0.562 -0.576 -0.622 0.304 -0.65
C -0.011 -2.053 -0.526 0.963 0.039 -0.599 -0.67
S -1.308 -2.001 -1.795 -0.665 0.177 0.486 -0.27
C -0.307 -2.075 -3.204 -0.249 0.542 -0.062 0.67
N 0.571 -2.950 -3.473 0.815 -0.953 -0.098 -0.27
N 1.109 -2.617 -4.709 0.465 -0.679 0.305 -0.50
C 0.493 -1.569 -5.079 0.412 -0.119 -0.479 -0.05
O -0.406 -1.139 -4.197 -0.717 0.464 0.282 -0.23
H 2.676 1.781 4.065 0.046 0.101 0.253 0.29
H 1.695 0.235 3.901 0.112 -0.295 0.000 0.25
H 1.807 2.660 2.066 0.108 0.133 -0.365 0.28
H -1.254 1.351 2.368 -0.104 0.257 -0.146 0.24
H -0.279 0.151 3.135 0.330 -0.022 0.162 0.72
H -2.168 -1.015 3.382 0.249 0.222 0.214 0.61
H -1.102 -2.259 2.646 0.212 0.043 0.419 0.25
H -2.812 -2.914 1.124 -0.144 -0.106 -0.253 0.26
H -3.691 -1.367 1.416 -0.116 -0.072 -0.351 0.31
H -3.653 -2.570 2.667 -0.126 -0.445 -0.023 0.42
H -1.254 0.876 -0.490 -0.272 -0.148 0.206 0.19
H -1.612 2.363 0.412 -0.071 0.057 0.282 0.40
H -1.733 3.268 -1.678 -0.099 0.188 0.013 0.43
H 0.542 4.155 -1.132 0.324 0.019 0.150 0.33
H 0.339 3.802 -2.844 0.010 0.179 -0.128 0.44
H 1.269 2.685 -1.883 0.197 -0.147 0.324 0.24
H 1.269 -1.161 1.509 -0.074 0.018 0.347 0.65
H 3.340 -0.953 0.814 0.166 -0.016 -0.184 0.31
H 3.074 0.370 -0.128 0.150 -0.025 -0.045 0.31
H 1.742 -1.050 -1.164 0.238 0.011 -0.152 0.49
H 0.357 -0.018 -1.114 0.105 0.223 0.127 0.23
H 0.610 -2.911 -0.764 -0.014 -0.251 -0.010 0.55
H -0.453 -2.242 0.440 -0.393 0.151 -0.080 0.21
H 0.687 -1.096 -6.020 -0.365 0.513 -0.063 0.43
```
Forces are in eV/Å.

LUMO   0.7 eV
Molecular weight   333.43 g/mol
E   -39069.7816 eV
Largest force on an atom   1.26 eV Å⁻¹
Multiplicity   1
Frontier orbital gap   9.460 eV

=====

Below is a 2-piece molecular cluster, C4H8O2 overall, with properties calculated with the ωB97M-V functional and the def2-TZVPD basis.

Geometry as XYZ:
```
14
Properties=species:S:1:pos:R:3:forces:R:3:mulliken_charge:R:1
C 1.635 -0.190 -0.753 -0.043 0.076 0.037 -0.89
C 0.626 0.573 -0.331 0.086 -0.148 -0.269 0.56
C -0.587 0.917 -1.150 -0.052 -0.002 -0.026 -0.95
O 0.685 1.145 0.911 -0.116 -0.007 0.021 -0.53
H 2.492 -0.372 -0.112 -0.123 0.020 -0.075 0.29
H 1.641 -0.596 -1.758 -0.040 0.079 0.147 0.27
H -0.533 1.957 -1.492 0.014 -0.114 0.081 0.29
H -0.671 0.266 -2.023 0.067 0.106 0.110 0.29
H -1.502 0.813 -0.555 0.145 0.006 -0.078 0.27
H -0.212 1.146 1.283 0.123 0.053 -0.038 0.40
C -0.885 -1.425 1.496 -0.230 0.272 0.044 -0.06
O -1.589 -0.442 1.555 0.275 -0.501 0.019 -0.46
H 0.190 -1.388 1.741 -0.098 0.057 -0.011 0.24
H -1.290 -2.405 1.188 -0.008 0.103 0.037 0.28
```
Forces are in eV/Å.

LUMO   0.6 eV
Molecular weight   88.11 g/mol
ΔE to the lowest compared entry with this formula, charge and spin   194.7 kJ/mol
E   -8371.2640 eV
Largest force on an atom   0.57 eV Å⁻¹
Multiplicity   1
Frontier orbital gap   9.502 eV

=====

Below is a 2-piece molecular cluster, C14H16O2 overall in a non-equilibrium geometry, with properties calculated with the ωB97M-V functional and the def2-TZVPD basis.

Geometry as XYZ:
```
32
Properties=species:S:1:pos:R:3:forces:R:3:mulliken_charge:R:1
C -1.419 -3.252 1.539 -0.829 0.086 0.238 -1.32
C -1.514 -2.847 0.103 1.119 1.755 -0.896 0.82
C -0.390 -3.050 -0.728 -1.248 -3.053 0.314 -0.43
C -0.356 -2.643 -2.038 0.593 2.057 -0.084 -0.89
C -1.097 -1.483 -2.277 -0.282 1.902 0.073 0.77
O -0.787 -0.514 -3.219 0.471 -0.767 -0.510 -0.51
C -2.127 -1.072 -1.443 -0.723 -1.913 1.046 -0.57
C -2.477 -1.931 -0.365 1.126 -0.205 0.057 -0.58
H -0.897 -4.191 1.718 -0.567 -0.405 -0.187 0.36
H -2.453 -3.192 1.912 0.483 -0.567 0.481 0.34
H -0.815 -2.560 2.135 -0.215 0.392 -0.306 0.24
H 0.176 -3.934 -0.412 0.527 0.596 -0.156 0.32
H 0.424 -2.873 -2.753 0.087 -0.385 0.163 0.37
H 0.128 -0.615 -3.526 -0.405 -0.091 0.140 0.31
H -2.638 -0.127 -1.552 -0.120 -0.102 -0.493 0.42
H -3.422 -1.915 0.164 0.010 0.750 0.145 0.36
C -0.325 2.307 2.549 -0.126 0.360 -0.118 -1.50
C 0.624 2.272 1.367 -0.560 0.703 0.746 1.12
C 0.270 2.918 0.166 0.387 -1.838 0.310 -0.70
C 1.117 2.759 -0.931 0.913 1.099 0.844 -0.38
C 2.377 2.181 -0.706 -0.675 -0.511 -0.661 0.13
O 3.270 2.048 -1.763 -0.339 -0.459 0.049 -0.52
C 2.697 1.544 0.474 0.545 -0.031 0.894 -0.27
C 1.836 1.620 1.562 -1.041 0.223 -1.149 -0.72
H -1.316 2.625 2.216 -0.045 -0.252 0.147 0.36
H -0.021 3.031 3.317 0.119 -0.122 -0.204 0.30
H -0.375 1.329 3.035 -0.177 0.089 -0.101 0.35
H -0.751 3.268 0.104 0.150 0.446 -0.275 0.31
H 0.953 3.279 -1.867 -0.223 -0.336 -0.112 0.40
H 3.742 2.865 -1.859 0.404 0.655 -0.188 0.33
H 3.651 1.031 0.556 -0.093 0.065 -0.135 0.42
H 1.916 1.126 2.519 0.733 -0.143 -0.071 0.37
```
Forces are in eV/Å.

LUMO   0.7 eV
Molecular weight   216.28 g/mol
ΔE to the lowest compared entry with this formula, charge and spin   157.5 kJ/mol
E   -18871.0021 eV
Largest force on an atom   3.31 eV Å⁻¹
Multiplicity   1
Frontier orbital gap   8.884 eV